Molecular formula: C2H4ClNO3
Method: DFT, ωB97M-V/def2-TZVPD

```
! RIJCOSX wB97M-V def2-TZVPD def2/J DEFGRID3
* xyz 0 1
C 0.0701 -0.4905 0.2282
C -0.4285 0.8310 -0.8594
N 0.6602 0.8566 -1.8995
O 0.5188 0.1160 -2.8393
O 1.6352 1.5785 -1.7185
O -0.4202 2.0157 -0.1376
Cl -2.0082 0.6073 -1.4821
H 1.0304 -0.2910 0.6050
H -0.6957 -0.3906 1.0048
H -0.2630 -1.3204 -0.3679
H 0.4658 2.3052 -0.1430
*
```

Calculated values
ΔE to the lowest compared entry with this formula, charge and spin: 425.02 kJ/mol
max |F|: 5.4 eV/A
HOMO energy: -10.89 eV
SMILES: C[C@](O)(Cl)[N+](=O)[O-]
Kohn-Sham gap: 0.3888 Ha

Atom charges from the natural (NBO) analysis, given in e for atoms 1 to 6: atom 1 (C): -0.59, atom 2 (C): 0.29, atom 3 (N): 0.49, atom 4 (O): -0.33, atom 5 (O): -0.39, atom 6 (O): -0.69